Record 1
Density functional theory data (ωB97M-V/def2-TZVPD) for C22H21N4O7SZr as an isolated structure at a distorted geometry.

E_HOMO (spin up / spin down)	-0.2083 / -0.3221	Eh
net charge	0
E	-2042.04978	a.u.
spin multiplicity	2
frontier orbital gap (spin up / spin down)	5.16 / 8.14	eV

Structure (XYZ):
```
56
C22H21N4O7SZr ωB97M-V/def2-TZVPD
Zr -0.8688 1.1619 -0.8420
O -0.8251 6.2086 2.6547
C -0.7795 5.1698 1.7959
C -1.6043 5.0896 0.6618
C -1.5260 3.9651 -0.1352
N -0.6637 2.9733 0.1478
C 0.1156 3.0229 1.2465
C 0.0864 4.1069 2.0965
C 0.8348 1.7076 1.4550
O 1.5905 1.5167 2.3866
O 0.5100 0.8190 0.5565
C -2.4230 3.5682 -1.3096
O -3.2577 4.3247 -1.7577
O -2.2000 2.3541 -1.6973
H -1.4868 6.8515 2.3708
H -2.3038 5.8761 0.4183
H 0.6890 4.1275 2.9908
O 0.6623 1.5361 -2.0891
N 1.2247 0.5745 -2.8191
C 2.5282 0.6926 -3.1301
C 3.1663 -0.2404 -3.9053
C 2.4351 -1.3222 -4.4086
C 1.1116 -1.4424 -4.0702
C 0.4845 -0.4994 -3.2381
S -1.1294 -0.6498 -2.7222
H 3.0176 1.5704 -2.7326
H 4.2147 -0.1311 -4.1230
H 2.9027 -2.0509 -5.0509
H 0.5023 -2.2622 -4.4112
C 1.4646 -2.0482 -0.4978
C 1.3505 -2.0799 1.0265
N 0.4319 -3.0785 1.5241
C 0.8665 -4.4662 1.5005
C 0.1657 -5.2496 0.3932
C -0.7569 -2.7712 2.0870
O -1.4280 -3.5596 2.7235
C -1.2731 -1.3835 1.7944
C -1.3972 -0.3849 2.7823
C -2.0196 0.8023 2.4359
C -2.4909 0.9877 1.1401
N -2.3808 0.0186 0.1685
C -1.7893 -1.1423 0.5378
H 2.0257 -1.1604 -0.7888
H 0.4711 -2.0028 -0.9456
H 1.9839 -2.9279 -0.8695
H 1.0266 -1.0985 1.3710
H 2.3353 -2.2708 1.4667
H 0.6248 -4.9178 2.4652
H 1.9498 -4.4770 1.3576
H -0.9034 -5.2663 0.5810
H 0.5288 -6.2727 0.3647
H 0.3426 -4.7896 -0.5745
H -1.0403 -0.5725 3.7835
H -2.1748 1.5735 3.1781
H -3.1151 1.8430 0.8769
H -1.8057 -1.9260 -0.2220
```

Record 2
Density functional theory data (ωB97M-V/def2-TZVPD) for a 3-piece molecular cluster, C14H27Br2N2O13S4 overall at a distorted geometry.

E_HOMO	-0.2202	Eh
net charge	-1
E	-8377.77662	a.u.
spin multiplicity	1
frontier orbital gap	7.85	eV

Structure (XYZ):
```
62
C14H27Br2N2O13S4 ωB97M-V/def2-TZVPD
C -0.3515 5.7281 -2.5222
C -0.0759 4.7236 -1.2205
O 0.1890 5.3695 -0.0517
N -0.1244 3.1907 -1.3168
C 0.9994 2.8466 -2.3030
C -1.4528 2.8035 -1.9280
C -2.1939 1.5193 -1.2226
C -1.1549 0.4350 -0.5274
C -1.0163 0.8628 1.0485
S 0.6545 0.5257 1.8239
O 0.4467 0.4857 3.3883
O 1.5455 1.7968 1.5409
N 1.4947 -0.8726 1.2009
S 0.6882 -2.3693 1.6095
O -0.8252 -2.2334 1.9131
O 1.3340 -3.0095 2.8871
C 0.9978 -3.5491 0.1386
Br 0.1181 -2.8045 -1.5347
C 2.6132 -3.6220 -0.1634
C 3.0015 -4.1620 -1.6690
Br 3.5949 -4.8252 1.1577
H 0.7077 6.0771 -2.9272
H -1.0006 6.6576 -2.2122
H -0.8353 5.0953 -3.4059
H 2.0278 3.1868 -1.8045
H 0.8638 3.3521 -3.3508
H 1.0386 1.6834 -2.4797
H -1.3623 2.5458 -3.0879
H -2.1779 3.7270 -1.7906
H -2.9663 1.0043 -1.9662
H -2.8509 1.9494 -0.3282
H -1.7021 -0.6230 -0.6069
H -0.1510 0.3985 -1.1269
H -1.8380 0.3806 1.7396
H -1.1928 2.0372 1.1084
H 0.5017 -4.5909 0.3526
H 3.1260 -2.5624 -0.0322
H 3.1314 -3.2176 -2.3835
H 2.2114 -4.9349 -2.1135
H 4.0870 -4.6561 -1.6288
C 1.5618 5.5608 4.3805
C 0.9538 5.0589 3.0735
O -0.4546 5.2107 3.2346
S -0.7428 6.5060 4.1831
O -1.0353 7.6351 3.3283
O -1.6044 6.0957 5.2674
O 0.7707 6.6850 4.7619
H 1.4817 4.8049 5.1684
H 2.6087 5.8534 4.2632
H 1.2084 4.0162 2.8692
H 1.2662 5.6818 2.2287
C -2.3499 -7.1631 -0.7480
C -2.6062 -7.8203 -2.1015
O -1.3787 -7.6946 -2.8158
S -0.1405 -7.7520 -1.7557
O 0.3733 -9.1036 -1.7347
O 0.6973 -6.5947 -1.9685
O -1.0132 -7.5187 -0.3986
H -2.4036 -6.0722 -0.8230
H -3.0491 -7.5091 0.0180
H -3.4217 -7.3420 -2.6490
H -2.8222 -8.8878 -1.9867
```

Record 3
Density functional theory data (ωB97M-V/def2-TZVPD) for C2H3FIN as an isolated structure at a distorted geometry.

E_HOMO	-0.3843	Eh
net charge	0
E	-530.20168	a.u.
spin multiplicity	1
frontier orbital gap	10.05	eV

Structure (XYZ):
```
8
C2H3FIN ωB97M-V/def2-TZVPD
C -0.2390 0.3781 -0.5598
C 0.4083 -0.4638 0.6981
N -0.5881 1.5878 -0.4744
F 0.4554 -0.5330 2.3988
I -0.2714 -1.0381 -2.0863
H 1.4784 -0.3834 0.3629
H -0.0922 -1.4723 0.8992
H -1.1514 1.9247 -1.2385
```

Record 4
Density functional theory data (ωB97M-V/def2-TZVPD) for a 2-piece molecular cluster, C2H4F2O overall at a distorted geometry.

E_HOMO	-0.4528	Eh
net charge	0
structure (SMILES)	CC(=O)F.F
E	-353.57692	a.u.
spin multiplicity	1
frontier orbital gap	12.82	eV

Structure (XYZ):
```
9
C2H4F2O ωB97M-V/def2-TZVPD
C -0.1844 0.6330 -1.1988
C 0.8273 0.8459 -0.0790
O 1.1393 0.1647 0.8112
F 1.1577 2.1064 0.0019
H -1.1526 0.6095 -0.7052
H -0.2232 1.5405 -1.8468
H -0.1942 -0.4069 -1.7079
F 2.2180 -2.1288 1.9761
H 1.9160 -1.3178 1.4285
```

Record 5
Density functional theory data (ωB97M-V/def2-TZVPD) for C6H10NO as an isolated structure at a distorted geometry.

E_HOMO	-0.4839	Eh
net charge	+1
E	-364.17710	a.u.
spin multiplicity	1
frontier orbital gap	7.66	eV

Structure (XYZ):
```
18
C6H10NO ωB97M-V/def2-TZVPD
C 1.0516 0.3233 1.6768
C -2.4160 -0.6807 0.3524
C -1.3574 -0.8243 1.1064
C 1.9502 -0.1361 -0.3640
C 0.4873 -0.3041 -0.6613
C -0.1453 0.9893 -1.3591
N -0.0921 -0.7082 0.5858
O 2.0238 0.5497 0.9584
H 0.9793 0.7189 2.6497
H -3.4327 -0.8593 0.6793
H -2.1319 -0.3835 -0.6501
H -1.3082 -1.2962 2.1374
H 2.5168 -1.1185 -0.2804
H 2.5977 0.6155 -0.8837
H 0.2882 -1.0314 -1.4841
H 0.4033 1.4722 -2.0896
H -0.3042 1.7004 -0.4892
H -1.1104 0.9730 -1.8847
```

Record 6
Density functional theory data (ωB97M-V/def2-TZVPD) for a 2-piece molecular cluster, C2H9N2O2 overall.

E_HOMO	-0.5433	Eh
net charge	+1
E	-341.39728	a.u.
spin multiplicity	1
frontier orbital gap	11.57	eV

Structure (XYZ):
```
15
C2H9N2O2 ωB97M-V/def2-TZVPD
C 1.0449 2.6797 1.3724
N 1.1124 1.2830 0.8539
H 0.6522 2.6724 2.3822
H 2.0420 3.1094 1.3553
H 0.3964 3.2636 0.7272
H 0.2311 0.7564 0.9332
H 1.8148 0.7251 1.3380
H 1.3292 1.2377 -0.1483
N -1.4042 -1.9364 -1.2755
C -0.5617 -1.0827 -0.6520
O -0.6232 -1.0631 0.7209
O 0.1983 -0.3110 -1.1826
H -1.7902 -2.7123 -0.7609
H -1.2587 -2.0875 -2.2629
H -1.3211 -1.6352 1.0661
```